Record 1
{
  "formula": "C5H6N2O",
  "method": "wB97M-V/def2-TZVPD",
  "elements": ["C", "C", "C", "C", "C", "H", "H", "H", "H", "H", "H", "N", "N", "O"],
  "coordinates": [[-1.468249, 1.239809, -1.659584], [-1.823617, 0.020789, -1.049156], [-0.722540, -0.258556, -0.206041], [1.333006, 0.192800, 0.771277], [0.652238, -1.141149, 1.129582], [-2.660977, -0.785118, -0.934991], [0.783255, 1.198551, -1.409069], [1.300202, 0.871631, 1.652378], [2.368504, 0.298994, 0.704457], [0.550937, -1.244605, 2.223103], [1.288537, -1.758176, 0.651426], [-1.212425, 2.191489, -2.205800], [0.312800, 0.468068, -0.203249], [-0.701669, -1.294527, 0.535667]],
  "forces_ev_per_angstrom": [[-3.7, -3.7, 0.4], [1.3, -1.7, 2.4], [-5.8, 0.3, -4.4], [-4.3, 0.4, 2.9], [-0.2, 0.3, 3.3], [1.3, 2.4, -1.1], [-2.5, -2.6, 4.2], [-1.0, 0.2, -0.3], [1.7, -1.0, -2.0], [0.1, -0.6, -0.7], [1.5, -3.4, -1.0], [1.4, 3.6, -1.8], [7.5, 6.9, -4.9], [2.5, -1.2, 2.9]],
  "mulliken_charge": [0.51, -0.82, 0.74, -0.49, -0.51, 0.24, 0.41, 0.19, 0.41, 0.32, 0.35, -0.56, -0.42, -0.37],
  "total_energy_ev": -10304.3154,
  "orbital_gap_ha": 0.286
}


Record 2
{
  "formula": "C35H53O2Si4",
  "method": "wB97M-V/def2-TZVPD",
  "elements": ["C", "Si", "C", "C", "Si", "Si", "C", "C", "C", "Si", "C", "C", "C", "O", "C", "C", "C", "C", "C", "C", "H", "H", "H", "H", "H", "H", "H", "H", "H", "H", "H", "H", "H", "H", "H", "H", "H", "H", "H", "H", "H", "H", "H", "H", "H", "H", "H", "H", "H", "H", "H", "H", "H", "H", "H", "H", "C", "C", "C", "C", "C", "C", "C", "C", "C", "C", "O", "C", "C", "C", "C", "C", "C", "C", "C", "C", "C", "H", "H", "H", "H", "H", "H", "H", "H", "H", "H", "H", "H", "H", "H", "H", "H", "H"],
  "coordinates": [[0.277213, 0.737844, 0.144065], [1.505254, 0.730957, 1.549185], [2.232603, 2.445136, 1.645816], [0.544031, 0.477887, 3.126045], [3.127496, -0.905690, 1.294272], [2.124704, -2.988007, 1.042471], [0.967299, -3.093340, -0.417914], [3.387566, -4.332203, 0.768955], [1.095823, -3.454264, 2.526045], [4.379535, -0.428147, -0.598624], [3.367014, -0.512078, -2.163357], [5.147831, 1.269797, -0.537412], [5.789291, -1.634495, -0.779366], [4.191278, -0.761441, 2.593038], [4.394271, -1.779148, 3.519486], [3.549929, -1.959076, 4.549947], [3.684816, -3.028220, 5.591083], [5.029789, -3.780653, 5.538280], [5.508318, -3.985777, 4.092903], [5.611540, -2.642682, 3.348224], [-0.471048, 1.512023, 0.284377], [0.794423, 0.918339, -0.793581], [-0.224243, -0.223350, 0.091324], [1.462092, 3.175887, 1.874387], [2.990154, 2.473190, 2.424287], [2.688323, 2.708709, 0.696489], [-0.214160, 1.247311, 3.240068], [0.058831, -0.493434, 3.112167], [1.222182, 0.523873, 3.973512], [0.530455, -4.086132, -0.479400], [0.166496, -2.367790, -0.313331], [1.509557, -2.895846, -1.337534], [2.935075, -5.315866, 0.856474], [3.815525, -4.229580, -0.224300], [4.181588, -4.243257, 1.501931], [0.666675, -4.444505, 2.403401], [1.710807, -3.446948, 3.419826], [0.289384, -2.736031, 2.644693], [3.972576, -0.274890, -3.032700], [2.962258, -1.511606, -2.285620], [2.546086, 0.196390, -2.107568], [5.817720, 1.419868, -1.379184], [4.373241, 2.029332, -0.573293], [5.710118, 1.378629, 0.385786], [6.388698, -1.399283, -1.654273], [6.420136, -1.583705, 0.103656], [5.403114, -2.644256, -0.880503], [2.726689, -1.271767, 4.630453], [3.541348, -2.584913, 6.586820], [2.863994, -3.748192, 5.471671], [5.789288, -3.217718, 6.095768], [4.949700, -4.747546, 6.055959], [6.472165, -4.515242, 4.072630], [4.802301, -4.644459, 3.572635], [5.788010, -2.795654, 2.277596], [6.483666, -2.084377, 3.708162], [-3.251394, 8.055839, 0.468379], [-3.056883, 6.686585, -0.079379], [-1.865531, 6.333923, -0.704248], [-1.693128, 5.084396, -1.245696], [-2.713839, 4.116189, -1.188882], [-2.486381, 2.853465, -1.805817], [-3.366503, 1.772409, -2.020885], [-4.771479, 1.831816, -1.841730], [-5.563105, 0.739790, -2.043729], [-5.022052, -0.476967, -2.489501], [-5.847925, -1.585917, -2.788404], [-6.698267, -1.484533, -3.925145], [-6.320455, -2.104795, -5.117975], [-7.055363, -1.928078, -6.265255], [-8.194296, -1.147111, -6.241326], [-8.603069, -0.550087, -5.064544], [-7.871476, -0.727003, -3.914389], [-3.632964, -0.540402, -2.705318], [-2.834290, 0.546572, -2.495429], [-3.881107, 4.465805, -0.481770], [-4.051208, 5.723214, 0.040059], [-4.292070, 8.230869, 0.742643], [-2.641026, 8.214135, 1.357459], [-2.976992, 8.810233, -0.268937], [-1.069416, 7.055248, -0.760015], [-0.764296, 4.826300, -1.723885], [-1.479123, 2.697869, -2.156597], [-5.246255, 2.771783, -1.639671], [-6.622694, 0.809223, -1.879137], [-5.423830, -2.696357, -5.126054], [-6.731883, -2.380284, -7.188658], [-8.749824, -0.980801, -7.148332], [-9.484302, 0.070826, -5.053954], [-8.191453, -0.275126, -2.994928], [-3.216920, -1.455947, -3.085530], [-1.778720, 0.492735, -2.706537], [-4.624879, 3.724675, -0.269070], [-4.964429, 5.965903, 0.556260]],
  "forces_ev_per_angstrom": [[0.0, -0.2, -0.2], [-0.2, 0.3, 0.4], [0.1, -0.2, -0.1], [0.1, -0.2, -0.1], [0.1, 0.2, -0.2], [-0.2, -0.8, 0.3], [0.1, 0.5, -0.1], [0.1, 0.3, 0.0], [0.1, 0.2, 0.0], [0.5, 0.1, -0.5], [-0.2, -0.1, 0.2], [-0.2, 0.0, 0.2], [-0.2, -0.1, 0.2], [0.3, -0.5, 0.4], [-0.7, -0.3, 0.9], [0.8, 0.3, -0.9], [0.2, -0.3, 0.2], [0.1, 0.1, 0.0], [-0.1, 0.1, 0.1], [0.3, 0.0, -0.3], [-0.2, 0.2, 0.1], [0.0, 0.0, -0.3], [-0.2, -0.1, -0.1], [-0.1, 0.1, 0.1], [0.2, 0.2, 0.1], [0.2, 0.2, -0.1], [-0.1, 0.1, 0.1], [-0.1, -0.2, 0.2], [0.0, 0.0, 0.2], [0.0, -0.2, 0.1], [-0.2, 0.1, -0.2], [-0.1, 0.0, -0.3], [-0.1, -0.1, 0.0], [0.2, -0.1, -0.1], [0.2, -0.2, 0.1], [-0.1, -0.2, -0.1], [0.0, 0.0, 0.2], [-0.2, 0.1, 0.2], [0.1, 0.1, -0.1], [-0.2, -0.1, -0.2], [-0.2, 0.1, -0.1], [0.1, 0.0, -0.1], [0.0, 0.3, 0.0], [0.1, 0.2, 0.1], [0.1, 0.0, -0.1], [0.2, -0.1, 0.1], [0.1, -0.2, 0.0], [-0.4, 0.1, 0.1], [0.0, -0.1, -0.2], [0.0, 0.1, 0.0], [-0.1, 0.0, -0.2], [-0.1, 0.2, -0.2], [-0.2, 0.3, 0.0], [0.0, 0.1, 0.0], [0.0, -0.1, 0.0], [0.0, 0.0, 0.0], [-0.3, 0.3, 0.0], [0.0, 0.2, 0.0], [0.3, -0.1, -0.2], [0.1, 0.0, 0.0], [0.0, -0.4, 0.0], [-0.5, 0.3, 0.4], [-0.1, 0.0, -0.1], [0.2, 0.1, -0.2], [-0.4, -0.6, 0.0], [-0.7, -0.5, -0.8], [1.1, 1.3, 0.2], [-0.2, 0.6, -0.8], [0.6, 0.1, 1.1], [-0.3, 0.0, -0.2], [-0.1, 0.1, -0.2], [-0.1, -0.1, -0.3], [0.9, -0.3, 0.9], [-0.7, -0.8, -0.1], [0.0, 0.5, 0.2], [-0.1, 0.0, 0.3], [-0.2, -0.3, -0.1], [0.1, -0.1, 0.0], [0.1, 0.0, 0.0], [0.1, 0.0, 0.0], [0.2, 0.2, -0.1], [0.2, 0.0, -0.2], [0.3, -0.1, -0.1], [-0.1, 0.0, 0.1], [-0.2, 0.1, -0.1], [0.3, -0.2, 0.0], [0.1, -0.1, -0.1], [-0.1, 0.0, -0.1], [-0.1, 0.0, 0.1], [-0.1, 0.2, 0.3], [0.1, -0.2, -0.1], [0.2, -0.1, 0.0], [-0.2, -0.1, 0.1], [-0.1, 0.0, 0.1]],
  "mulliken_charge": [-0.85, 0.37, -1.16, -1.10, 0.32, 0.74, -1.06, -1.04, -0.89, 0.47, -1.07, -1.16, -1.06, -0.80, 0.60, -0.53, -0.48, -0.91, -0.60, -0.47, 0.33, 0.17, 0.25, 0.39, 0.29, 0.30, 0.42, 0.30, 0.28, 0.40, 0.20, 0.25, 0.39, 0.29, 0.19, 0.47, -0.02, 0.28, 0.43, 0.25, 0.21, 0.39, 0.28, 0.32, 0.43, 0.28, 0.27, 0.27, 0.36, 0.26, 0.33, 0.38, 0.38, 0.19, 0.06, 0.42, -1.39, 1.02, -0.75, -0.71, 0.85, -0.20, 0.67, -0.56, -0.57, 0.62, -0.45, 0.07, -0.18, -0.60, -0.35, -0.68, -0.12, -0.62, -0.73, -0.51, -1.00, 0.38, 0.32, 0.37, 0.45, 0.42, 0.37, 0.56, 0.37, 0.43, 0.38, 0.39, 0.38, 0.51, 0.51, 0.46, 0.48, 0.38],
  "charge": 1,
  "total_energy_ev": -72756.5067,
  "orbital_gap_ha": 0.161
}